Record 1
C39H45P3PtS2 as an isolated structure. Source: the OMol25 dataset; level of theory: ωB97M-V with the def2-TZVPD basis set.

The geometry in ORCA input format:
```
! wB97M-V def2-TZVPD RIJCOSX def2/J DEFGRID3
* xyz 0 1
Pt 0.244 0.274 -0.737
S 1.431 0.851 1.495
S 2.901 -0.624 -1.090
P -0.757 -1.906 -0.554
P -1.423 2.109 -0.293
P 3.178 0.209 0.688
C 0.618 -2.419 1.797
C -3.097 4.365 0.212
C -2.360 1.178 2.145
C -0.808 -2.148 1.291
C 5.299 -2.785 3.476
C -2.465 6.606 -0.427
C -4.507 0.155 2.539
C 4.858 -1.946 1.263
C 4.274 2.651 1.514
C 6.379 2.552 -0.295
C 4.430 -1.839 4.005
C 5.424 1.543 -0.285
C 5.512 -2.837 2.105
C -3.911 0.917 0.332
C -0.970 4.768 -0.836
C 0.795 -3.170 -2.517
C -2.494 1.758 -4.273
C -2.628 2.152 -2.944
C 6.287 3.609 0.601
C -0.600 0.363 -3.671
C 0.096 -3.413 -1.171
C -1.467 0.886 -4.629
C -3.273 0.589 3.012
C -2.666 1.339 0.794
C 5.231 3.660 1.501
C -4.826 0.323 1.196
C -1.893 3.875 -0.287
C 4.371 1.583 0.626
C -0.741 -4.695 -1.247
C -1.255 6.124 -0.913
C -1.763 1.620 -1.995
C -0.769 0.715 -2.340
C -2.457 -2.123 -2.739
C 3.986 -0.995 1.790
C 3.775 -0.946 3.165
C -1.698 -3.230 1.916
C -2.479 -1.856 -1.225
C -3.596 -2.693 -0.600
C -3.379 5.727 0.138
H -4.320 6.099 0.525
H -3.372 2.887 -2.653
H 5.806 -3.483 4.131
H 5.146 4.492 2.190
H -2.760 -3.036 1.822
H 0.068 -3.081 -3.329
H 3.084 -0.217 3.573
H 0.710 -2.094 2.835
H -5.216 -0.312 3.213
H 1.448 -4.014 -2.755
H 0.207 -0.299 -3.966
H 7.034 4.394 0.593
H -3.821 3.694 0.659
H 0.828 -3.495 1.763
H 0.873 -3.558 -0.416
H -4.515 -2.515 -1.170
H -1.280 -4.923 -0.331
H -0.065 -5.532 -1.452
H 1.399 -2.270 -2.499
H -1.487 -4.219 1.506
H -3.332 -1.663 -3.208
H -1.473 -3.280 2.986
H -3.394 -3.767 -0.637
H -3.802 -2.413 0.428
H -0.530 6.803 -1.343
H 1.389 -1.917 1.226
H 5.009 -1.994 0.192
H -2.500 -3.196 -2.938
H -0.022 4.394 -1.209
H -1.581 -1.727 -3.237
H -2.692 7.664 -0.487
H -5.791 0.001 0.823
H -3.017 0.460 4.056
H 3.439 2.700 2.203
H -2.733 -0.809 -1.072
H -1.465 -4.659 -2.061
H -1.393 1.496 2.522
H 6.185 -3.576 1.687
H -4.167 1.048 -0.715
H 4.257 -1.798 5.073
H 7.190 2.517 -1.010
H -1.137 -1.170 1.647
H -3.158 2.154 -5.032
H 5.480 0.729 -0.997
H -1.335 0.608 -5.669
*
```

Computed properties:
HOMO-LUMO gap in eV: 6.88
ΔE to the lowest compared entry with this formula, charge and spin in kcal/mol: 16.2
LUMO energy in eV: 0.20

What are the Mulliken partial charges on each atom? They are as follows, in elementary charge units: number 1, Pt, carries 1.800; number 2, S, carries -0.636; number 3, S, carries -0.576; number 4, P, carries -0.440; number 5, P, carries -0.347; number 6, P, carries 0.615; number 7, C, carries -1.767; number 8, C, carries -0.133; number 9, C, carries -0.691; number 10, C, carries 1.767; number 11, C, carries -0.412; number 12, C, carries -0.481; number 13, C, carries -0.628; number 14, C, carries -0.411; number 15, C, carries -0.468; number 16, C, carries -0.724; number 17, C, carries -0.649; number 18, C, carries -0.277; number 19, C, carries -0.639; number 20, C, carries -0.229; number 21, C, carries -0.475; number 22, C, carries -1.309; number 23, C, carries -0.930; number 24, C, carries -0.227; number 25, C, carries -0.407; number 26, C, carries -0.161; number 27, C, carries 0.793; number 28, C, carries -0.499; number 29, C, carries -0.472; number 30, C, carries 1.009; number 31, C, carries -0.657; number 32, C, carries -0.634; number 33, C, carries 0.175; number 34, C, carries 0.794; number 35, C, carries -1.418; number 36, C, carries -0.665; number 37, C, carries 0.934; number 38, C, carries -1.163; number 39, C, carries -1.606; number 40, C, carries 0.530; number 41, C, carries -0.371; number 42, C, carries -1.539; number 43, C, carries 3.199; number 44, C, carries -1.695; number 45, C, carries -0.735; number 46, H, carries 0.408; number 47, H, carries 0.532; number 48, H, carries 0.383; number 49, H, carries 0.393; number 50, H, carries 0.332; number 51, H, carries 0.270; number 52, H, carries 0.423; number 53, H, carries 0.549; number 54, H, carries 0.373; number 55, H, carries 0.505; number 56, H, carries 0.455; number 57, H, carries 0.374; number 58, H, carries 0.333; number 59, H, carries 0.442; number 60, H, carries 0.616; number 61, H, carries 0.484; number 62, H, carries 0.150; number 63, H, carries 0.452; number 64, H, carries 0.009; number 65, H, carries 0.208; number 66, H, carries 0.381; number 67, H, carries 0.458; number 68, H, carries 0.225; number 69, H, carries 0.218; number 70, H, carries 0.402; number 71, H, carries -0.125; number 72, H, carries 0.368; number 73, H, carries 0.335; number 74, H, carries 0.426; number 75, H, carries 0.040; number 76, H, carries 0.375; number 77, H, carries 0.437; number 78, H, carries 0.437; number 79, H, carries 0.321; number 80, H, carries -1.646; number 81, H, carries 0.233; number 82, H, carries 0.375; number 83, H, carries 0.398; number 84, H, carries 0.343; number 85, H, carries 0.396; number 86, H, carries 0.386; number 87, H, carries -0.821; number 88, H, carries 0.409; number 89, H, carries 0.370; number 90, H, carries 0.423

Record 2
One molecule with the formula C4H5FS. Source: the OMol25 dataset; level of theory: ωB97M-V with the def2-TZVPD basis set.

The geometry in ORCA input format:
```
! wB97M-V def2-TZVPD RIJCOSX def2/J DEFGRID3
* xyz 0 1
S 0.305 1.851 0.108
F -0.812 -1.691 1.651
C -0.151 -0.616 0.996
C -0.319 -0.526 -0.582
C 0.484 0.430 -1.029
C -0.064 0.676 1.342
H 0.137 0.910 2.359
H -0.115 -1.564 -1.081
H 1.566 0.077 -0.797
H 0.347 0.579 -2.250
H -1.378 -0.126 -0.716
*
```

Computed properties:
HOMO-LUMO gap in eV: 9.29
ΔE to the lowest compared entry with this formula, charge and spin in kcal/mol: 50.9
SMILES: FC1=CSCC1
LUMO energy in eV: 0.73

What are the Mulliken partial charges on each atom? They are as follows, in elementary charge units: number 1, S, carries -0.124; number 2, F, carries -0.266; number 3, C, carries 0.167; number 4, C, carries -0.494; number 5, C, carries -0.426; number 6, C, carries -0.324; number 7, H, carries 0.394; number 8, H, carries 0.279; number 9, H, carries 0.269; number 10, H, carries 0.282; number 11, H, carries 0.242